Entry i
Below is 11 unconnected molecules or ions with the total composition C44H121N11O11, with properties calculated with ωB97M-V/def2-TZVPD.

The geometry in ORCA input format:
```
! wB97M-V def2-TZVPD RIJCOSX def2/J DEFGRID3
* xyz 0 1
C 3.741 -4.830 1.590
O 3.974 -3.719 2.391
C 3.290 -2.519 1.881
C 3.614 -1.205 2.620
C 3.244 -1.180 4.141
N 3.169 -0.042 1.925
H 4.437 -4.831 0.751
H 2.716 -4.945 1.237
H 4.029 -5.742 2.112
H 3.402 -2.365 0.808
H 2.224 -2.696 2.022
H 4.687 -1.013 2.607
H 3.839 -2.004 4.537
H 2.210 -1.496 4.278
H 3.351 -0.274 4.738
H 3.383 -0.150 0.944
H 2.187 -0.270 1.875
C -1.501 -0.862 6.674
O -2.104 -1.655 5.685
C -1.175 -2.315 4.803
C -1.822 -2.954 3.546
C -0.812 -3.881 2.774
N -2.274 -1.957 2.566
H -2.275 -0.398 7.284
H -0.810 -0.133 6.251
H -0.987 -1.429 7.449
H -0.400 -1.646 4.430
H -0.659 -3.069 5.397
H -2.723 -3.511 3.804
H -1.257 -4.411 1.932
H -0.491 -4.631 3.496
H 0.072 -3.345 2.428
H -1.456 -1.505 2.183
H -2.829 -1.225 2.984
C 0.566 3.150 -5.112
O 1.928 2.979 -4.820
C 2.073 2.581 -3.474
C 3.488 1.997 -3.125
C 3.801 0.828 -4.046
N 3.535 1.511 -1.734
H 0.533 3.499 -6.144
H 0.134 3.951 -4.511
H -0.024 2.237 -5.037
H 1.805 3.419 -2.832
H 1.293 1.873 -3.190
H 4.202 2.814 -3.224
H 4.789 0.475 -3.751
H 3.839 1.132 -5.092
H 3.040 0.064 -3.890
H 4.432 1.125 -1.479
H 3.491 2.360 -1.188
C -2.634 8.374 3.233
O -2.246 7.016 3.342
C -3.314 6.105 3.717
C -2.768 4.690 3.843
C -1.647 4.354 2.866
N -3.874 3.752 3.757
H -3.375 8.453 2.438
H -1.800 9.034 2.992
H -3.096 8.762 4.141
H -3.858 6.471 4.588
H -4.039 6.096 2.904
H -2.420 4.608 4.872
H -0.767 4.969 3.054
H -2.006 4.496 1.846
H -1.292 3.329 2.973
H -3.545 2.833 3.499
H -4.435 4.009 2.957
C -1.551 3.177 -1.496
O -1.497 1.845 -2.020
C -2.772 1.358 -2.297
C -2.769 -0.013 -2.943
C -1.924 -0.010 -4.221
N -4.120 -0.404 -3.307
H -2.087 3.104 -0.550
H -1.956 3.890 -2.215
H -0.531 3.295 -1.130
H -3.248 1.267 -1.321
H -3.446 2.042 -2.814
H -2.374 -0.758 -2.253
H -1.961 -0.997 -4.682
H -0.865 0.215 -4.091
H -2.251 0.716 -4.966
H -4.485 0.359 -3.859
H -4.005 -1.222 -3.889
C 2.739 3.380 1.102
O 3.345 4.031 -0.087
C 3.354 5.452 -0.007
C 4.054 5.892 -1.247
C 4.706 7.301 -1.210
N 3.117 5.847 -2.370
H 2.597 2.338 0.816
H 1.720 3.753 1.199
H 3.237 3.568 2.054
H 2.343 5.858 0.028
H 3.906 5.731 0.890
H 4.802 5.171 -1.576
H 4.999 7.665 -2.195
H 5.575 7.381 -0.558
H 3.998 8.082 -0.933
H 2.714 4.942 -2.567
H 3.676 6.128 -3.163
C -0.298 -5.535 -3.367
O -1.478 -5.592 -4.170
C -2.229 -4.350 -4.030
C -3.328 -4.216 -5.124
C -2.830 -4.131 -6.565
N -4.312 -3.171 -4.845
H 0.568 -5.076 -3.844
H 0.089 -6.536 -3.174
H -0.442 -5.026 -2.414
H -2.738 -4.499 -3.078
H -1.583 -3.474 -3.962
H -3.931 -5.123 -5.080
H -2.014 -3.408 -6.561
H -3.491 -3.813 -7.371
H -2.435 -5.106 -6.850
H -5.164 -3.231 -5.384
H -4.657 -3.136 -3.896
C -0.059 0.855 2.390
O 0.614 0.014 1.464
C 0.357 0.419 0.113
C 0.723 -0.747 -0.887
C 0.086 -2.156 -0.686
N 2.184 -0.920 -1.032
H 0.124 0.535 3.415
H -1.118 1.090 2.285
H 0.436 1.824 2.332
H -0.720 0.562 0.021
H 0.847 1.375 -0.069
H 0.554 -0.410 -1.910
H -0.987 -2.187 -0.875
H 0.469 -2.543 0.258
H 0.466 -2.880 -1.406
H 2.599 -0.024 -1.245
H 2.370 -1.496 -1.841
C 1.850 0.108 7.751
O 1.107 1.187 7.153
C 1.809 2.043 6.354
C 0.779 2.951 5.707
C 1.376 4.132 4.941
N -0.025 3.590 6.730
H 2.520 -0.537 7.183
H 1.305 -0.490 8.482
H 2.497 0.683 8.414
H 2.514 2.704 6.858
H 2.428 1.634 5.556
H 0.112 2.459 4.999
H 0.607 4.841 4.632
H 1.932 3.872 4.041
H 1.961 4.769 5.605
H -0.176 2.834 7.383
H 0.593 4.284 7.124
C 2.961 -4.411 -1.717
O 2.897 -3.653 -2.906
C 3.672 -4.150 -3.943
C 3.338 -3.250 -5.171
C 1.973 -3.412 -5.734
N 4.315 -3.408 -6.259
H 2.284 -5.252 -1.569
H 2.641 -3.649 -1.006
H 3.982 -4.653 -1.424
H 4.712 -4.020 -3.645
H 3.536 -5.214 -4.138
H 3.451 -2.190 -4.944
H 1.206 -3.301 -4.968
H 1.786 -4.435 -6.060
H 1.741 -2.676 -6.504
H 5.222 -3.421 -5.814
H 4.262 -4.251 -6.814
C -7.606 -4.175 -2.259
O -6.903 -3.380 -1.359
C -5.914 -4.089 -0.597
C -5.164 -3.103 0.316
C -4.152 -2.183 -0.415
N -4.441 -3.827 1.313
H -7.051 -4.825 -2.936
H -8.298 -3.577 -2.853
H -8.210 -4.883 -1.692
H -6.438 -4.819 0.020
H -5.204 -4.706 -1.148
H -5.901 -2.524 0.873
H -4.639 -1.727 -1.277
H -3.237 -2.687 -0.724
H -3.830 -1.371 0.238
H -4.154 -3.171 2.025
H -3.543 -4.081 0.928
*
```

Kohn-Sham gap, eV: 9.084
Molecular weight, g mol⁻¹: 980.518

=====

Entry ii
Below is 11 unconnected molecules or ions with the total composition C44H121N11O11, with properties calculated with ωB97M-V/def2-TZVPD.

The geometry in ORCA input format:
```
! wB97M-V def2-TZVPD RIJCOSX def2/J DEFGRID3
* xyz 0 1
C 2.729 1.144 1.503
O 2.506 -0.224 1.494
C 3.529 -1.080 0.921
C 4.636 -1.198 1.902
C 5.594 -2.324 1.488
N 4.182 -1.370 3.276
H 2.437 1.442 0.496
H 3.730 1.521 1.712
H 2.166 1.538 2.350
H 3.102 -2.029 0.598
H 3.963 -0.678 0.006
H 5.281 -0.320 1.879
H 6.427 -2.186 2.176
H 5.809 -2.341 0.419
H 5.257 -3.306 1.819
H 4.983 -1.205 3.868
H 3.585 -0.556 3.240
C 0.821 1.263 -2.624
O 0.753 2.670 -2.908
C 0.740 3.616 -1.918
C 0.662 5.041 -2.625
C 1.985 5.447 -3.217
N 0.397 6.068 -1.653
H 1.495 0.985 -1.814
H 1.067 0.728 -3.541
H -0.243 1.063 -2.499
H -0.227 3.376 -1.476
H 1.605 3.435 -1.280
H -0.101 5.065 -3.404
H 2.776 5.511 -2.470
H 1.667 6.415 -3.604
H 2.172 4.784 -4.062
H 1.168 5.989 -1.005
H 0.382 7.025 -1.978
C -1.447 -2.042 4.962
O -0.033 -2.345 4.871
C 0.310 -3.600 4.243
C 1.776 -3.978 4.704
C 2.652 -4.891 3.850
N 1.821 -4.607 5.986
H -2.048 -2.944 5.073
H -1.782 -1.589 4.029
H -1.498 -1.282 5.741
H -0.408 -4.379 4.500
H 0.236 -3.559 3.156
H 2.272 -3.039 4.948
H 3.612 -5.265 4.206
H 2.875 -4.248 2.999
H 2.077 -5.798 3.665
H 1.704 -3.835 6.625
H 0.944 -5.108 5.978
C -5.021 0.164 -0.306
O -5.252 1.444 -0.987
C -5.247 1.344 -2.407
C -6.023 2.520 -3.103
C -7.449 2.715 -2.592
N -5.992 2.458 -4.600
H -6.016 -0.254 -0.154
H -4.623 0.235 0.707
H -4.317 -0.540 -0.749
H -4.207 1.252 -2.720
H -5.661 0.412 -2.791
H -5.659 3.527 -2.902
H -7.442 2.749 -1.503
H -8.043 1.834 -2.834
H -8.083 3.460 -3.072
H -6.263 3.360 -4.964
H -5.000 2.398 -4.776
C -1.539 1.941 4.587
O -2.014 3.037 5.364
C -3.190 3.568 4.821
C -3.564 4.620 5.881
C -3.977 3.943 7.189
N -4.609 5.581 5.568
H -0.988 2.150 3.671
H -2.428 1.499 4.137
H -0.961 1.313 5.265
H -3.102 4.086 3.866
H -4.068 2.921 4.814
H -2.734 5.267 6.167
H -4.323 4.712 7.879
H -3.018 3.544 7.517
H -4.707 3.145 7.056
H -5.374 5.057 5.168
H -4.451 6.234 4.814
C -0.632 -3.224 -8.754
O -0.009 -4.249 -8.027
C 1.349 -4.089 -7.476
C 1.535 -2.979 -6.420
C 2.951 -2.993 -5.845
N 0.601 -3.054 -5.361
H -1.646 -3.400 -9.115
H -0.125 -3.173 -9.717
H -0.611 -2.307 -8.165
H 1.774 -5.027 -7.121
H 1.877 -3.840 -8.397
H 1.426 -2.091 -7.042
H 3.257 -2.022 -5.457
H 3.700 -3.311 -6.571
H 3.205 -3.599 -4.975
H -0.212 -2.985 -5.956
H 0.619 -2.099 -5.032
C -0.277 -2.752 -1.928
O -0.696 -1.758 -0.994
C 0.069 -1.390 0.105
C -0.835 -0.612 1.085
C -1.268 0.773 0.602
N -0.108 -0.500 2.339
H 0.768 -2.772 -2.238
H -0.807 -2.531 -2.855
H -0.626 -3.741 -1.633
H 0.571 -2.297 0.442
H 0.963 -0.848 -0.204
H -1.647 -1.329 1.208
H -1.959 1.095 1.381
H -1.832 0.636 -0.321
H -0.452 1.485 0.473
H 0.099 -1.484 2.430
H 0.875 -0.303 2.219
C 1.759 0.660 5.570
O 2.470 1.710 6.210
C 1.840 2.899 6.292
C 2.824 3.670 7.138
C 2.856 3.145 8.577
N 2.672 5.121 7.207
H 2.487 -0.075 5.226
H 1.276 1.158 4.730
H 1.092 0.114 6.237
H 1.905 3.393 5.323
H 0.842 2.981 6.722
H 3.848 3.592 6.772
H 1.855 2.978 8.975
H 3.321 3.732 9.368
H 3.369 2.185 8.644
H 1.718 5.344 7.451
H 3.275 5.368 7.979
C -4.469 -4.031 -1.916
O -4.710 -3.005 -2.822
C -3.871 -2.242 -3.675
C -3.114 -3.074 -4.731
C -2.295 -2.305 -5.712
N -4.138 -3.841 -5.398
H -5.350 -4.369 -1.371
H -3.807 -3.681 -1.125
H -4.037 -4.885 -2.438
H -4.534 -1.428 -3.969
H -3.245 -1.628 -3.027
H -2.457 -3.828 -4.299
H -1.471 -1.830 -5.179
H -3.080 -1.694 -6.159
H -1.903 -3.031 -6.424
H -4.671 -4.042 -4.564
H -4.716 -3.203 -5.926
C 1.813 -7.959 -6.423
O 1.576 -7.145 -5.248
C 0.330 -7.418 -4.505
C 0.409 -6.740 -3.075
C -0.935 -6.791 -2.316
N 0.920 -5.424 -3.213
H 2.386 -7.415 -7.174
H 0.901 -8.276 -6.930
H 2.293 -8.871 -6.068
H -0.536 -6.895 -4.912
H 0.134 -8.490 -4.492
H 1.156 -7.313 -2.524
H -1.247 -7.813 -2.526
H -1.818 -6.284 -2.703
H -0.934 -6.435 -1.285
H 1.812 -5.334 -3.679
H 0.187 -5.251 -3.885
C 1.556 4.722 1.763
O 2.196 5.577 0.735
C 3.312 6.302 1.407
C 3.838 7.184 0.360
C 5.396 7.496 0.530
N 3.111 8.404 0.276
H 2.314 4.195 2.343
H 1.039 3.921 1.235
H 1.039 5.217 2.585
H 3.020 6.830 2.314
H 4.134 5.651 1.706
H 3.711 6.720 -0.618
H 5.512 7.679 1.599
H 5.695 8.455 0.108
H 6.038 6.671 0.223
H 2.151 8.134 0.437
H 3.301 9.111 0.972
*
```

Kohn-Sham gap, eV: 8.916
Molecular weight, g mol⁻¹: 980.518

=====

Entry iii
Below is 11 unconnected molecules or ions with the total composition C44H121N11O11, with properties calculated with ωB97M-V/def2-TZVPD.

The geometry in ORCA input format:
```
! wB97M-V def2-TZVPD RIJCOSX def2/J DEFGRID3
* xyz 0 1
C -2.403 5.865 -0.692
O -2.660 7.044 0.015
C -1.665 7.489 0.904
C -1.783 8.994 1.058
C -0.696 9.531 1.972
N -3.062 9.423 1.636
H -3.296 5.437 -1.141
H -1.964 5.070 -0.072
H -1.655 6.098 -1.463
H -1.778 6.989 1.875
H -0.648 7.231 0.587
H -1.703 9.491 0.088
H 0.286 9.135 1.690
H -0.905 9.253 3.007
H -0.562 10.610 1.910
H -3.116 9.180 2.626
H -3.806 8.812 1.291
C 3.863 -4.287 -1.686
O 2.650 -4.973 -1.813
C 1.604 -4.144 -2.256
C 0.250 -4.828 -2.392
C 0.083 -5.587 -3.690
N -0.848 -3.865 -2.293
H 3.901 -3.557 -0.868
H 4.162 -3.808 -2.625
H 4.649 -5.004 -1.437
H 1.551 -3.242 -1.633
H 1.789 -3.758 -3.276
H 0.206 -5.485 -1.511
H -0.901 -6.041 -3.776
H 0.865 -6.341 -3.809
H 0.226 -4.909 -4.538
H -0.661 -3.175 -1.572
H -0.919 -3.355 -3.162
C -0.278 -4.275 1.414
O -1.166 -5.191 2.009
C -0.472 -6.341 2.415
C -1.358 -7.219 3.316
C -1.433 -6.633 4.722
N -0.740 -8.550 3.444
H 0.393 -3.854 2.169
H -0.857 -3.457 0.974
H 0.268 -4.656 0.542
H -0.147 -6.964 1.570
H 0.410 -6.066 3.010
H -2.307 -7.238 2.764
H -1.646 -7.362 5.506
H -2.068 -5.750 4.780
H -0.425 -6.330 5.029
H -0.708 -8.996 2.531
H -1.391 -9.103 3.994
C -0.213 2.557 -1.324
O 0.328 1.258 -1.247
C 1.173 1.090 -0.129
C 1.620 -0.365 0.003
C 0.521 -1.199 0.646
N 2.800 -0.367 0.866
H -0.744 2.675 -2.269
H 0.596 3.293 -1.410
H -0.837 2.855 -0.479
H 2.042 1.767 -0.160
H 0.690 1.428 0.797
H 1.885 -0.863 -0.934
H -0.411 -1.173 0.076
H 0.286 -0.982 1.687
H 0.892 -2.231 0.593
H 3.034 -1.250 1.313
H 3.588 -0.126 0.274
C -0.216 1.695 -8.342
O -0.803 1.779 -7.060
C -1.794 2.772 -6.894
C -1.289 4.212 -7.031
C -0.419 4.653 -5.849
N -2.425 5.147 -7.090
H -0.996 1.706 -9.114
H 0.346 0.764 -8.360
H 0.446 2.553 -8.503
H -2.632 2.537 -7.560
H -2.134 2.644 -5.865
H -0.743 4.301 -7.977
H -0.735 4.284 -4.875
H -0.349 5.741 -5.874
H 0.628 4.350 -5.956
H -2.104 6.101 -7.065
H -2.984 4.971 -7.915
C 4.564 -0.380 -2.322
O 5.085 -1.041 -1.187
C 6.450 -1.398 -1.229
C 6.917 -1.635 0.222
C 6.753 -0.356 1.054
N 8.319 -2.002 0.286
H 4.369 -1.125 -3.103
H 5.320 0.302 -2.724
H 3.634 0.147 -2.120
H 6.547 -2.301 -1.846
H 7.032 -0.586 -1.689
H 6.276 -2.427 0.620
H 6.882 -0.565 2.117
H 5.813 0.174 0.914
H 7.577 0.319 0.806
H 8.794 -1.226 -0.191
H 8.589 -2.736 -0.372
C 1.847 5.323 0.522
O 0.788 5.461 1.440
C 1.174 5.564 2.791
C 1.534 4.219 3.418
C 0.381 3.239 3.277
N 1.910 4.398 4.843
H 2.655 6.034 0.730
H 1.432 5.560 -0.457
H 2.283 4.318 0.522
H 2.030 6.240 2.919
H 0.353 6.079 3.297
H 2.442 3.795 2.979
H 0.107 3.164 2.216
H -0.534 3.579 3.766
H 0.674 2.223 3.544
H 2.097 3.465 5.217
H 1.015 4.526 5.331
C -4.357 0.010 -3.358
O -3.135 0.017 -4.048
C -2.069 -0.406 -3.197
C -0.829 -0.429 -4.079
C -0.921 -1.454 -5.214
N 0.409 -0.744 -3.327
H -4.755 -1.012 -3.262
H -5.077 0.549 -3.977
H -4.332 0.430 -2.347
H -1.984 0.214 -2.301
H -2.231 -1.442 -2.873
H -0.633 0.532 -4.570
H -0.094 -1.353 -5.913
H -1.880 -1.314 -5.724
H -1.030 -2.486 -4.879
H 0.443 -0.041 -2.584
H 1.218 -0.574 -3.913
C -3.358 -1.728 -0.058
O -3.871 -2.088 1.201
C -4.658 -3.281 1.105
C -5.218 -3.597 2.482
C -4.150 -4.107 3.433
N -6.383 -4.481 2.450
H -2.817 -0.792 0.096
H -4.107 -1.536 -0.834
H -2.676 -2.482 -0.469
H -5.429 -3.188 0.331
H -3.986 -4.055 0.704
H -5.538 -2.644 2.917
H -3.314 -3.404 3.396
H -3.676 -4.992 2.990
H -4.495 -4.307 4.442
H -6.114 -5.444 2.273
H -6.971 -4.220 1.664
C -5.332 3.342 1.149
O -4.800 2.635 2.249
C -3.703 1.857 1.848
C -3.144 1.046 3.023
C -1.790 0.401 2.791
N -4.060 -0.060 3.359
H -4.519 3.773 0.549
H -6.012 4.102 1.517
H -5.811 2.679 0.414
H -3.988 1.201 1.015
H -2.843 2.467 1.515
H -3.142 1.685 3.909
H -1.798 -0.461 2.121
H -1.549 -0.071 3.748
H -0.976 1.060 2.500
H -5.032 0.173 3.175
H -3.914 -0.846 2.716
C 3.233 -4.172 2.076
O 3.305 -2.799 2.377
C 4.201 -2.538 3.444
C 3.821 -1.218 4.153
C 4.616 -1.131 5.461
N 2.376 -1.140 4.423
H 4.138 -4.603 1.636
H 2.471 -4.313 1.303
H 2.899 -4.771 2.929
H 4.257 -3.348 4.179
H 5.225 -2.391 3.074
H 4.101 -0.409 3.475
H 5.680 -1.112 5.215
H 4.467 -2.022 6.075
H 4.311 -0.231 5.987
H 1.921 -1.122 3.513
H 2.128 -2.048 4.814
*
```

Kohn-Sham gap, eV: 8.939
Molecular weight, g mol⁻¹: 980.518

=====

Most stable structure - entry iii; separation to the second - 287.2 kJ/mol.